C18H19AgO12S as an isolated structure, computed with ωB97M-V/def2-TZVPD.

```
51
Properties=species:S:1:pos:R:3:forces:R:3
O -0.828160 0.699688 -2.261035 -1.9 2.0 -1.4
H -4.010460 4.161398 2.702235 0.2 0.4 -0.3
O 1.323960 1.646498 -0.077305 -0.3 0.4 0.3
H 0.711750 -3.061602 1.874085 -0.2 0.1 0.0
O 2.702650 0.411328 4.140015 1.9 1.6 -1.7
H -2.209990 -5.037002 -1.686185 -0.1 -0.1 0.1
O -0.555000 3.320178 -4.046955 -2.7 -0.6 0.3
O 0.148460 -1.894282 -0.286705 0.8 0.9 -0.6
C -1.801130 1.321368 -3.139215 0.8 -1.1 0.1
O 3.707240 2.847888 -0.711685 0.1 -0.5 2.7
C -3.154690 -4.889132 -2.209405 0.1 0.6 -0.8
H -4.790850 2.616168 2.774355 -0.4 -0.1 0.2
O -2.839390 1.089278 1.582245 -0.5 0.7 0.0
Ag -0.837970 0.549778 0.175865 0.5 0.0 0.2
H 1.021830 0.672228 2.213385 -0.1 -0.3 0.5
S -3.081230 -3.152532 -2.828435 3.1 0.1 -0.2
C 3.791590 -1.252732 -0.096025 2.6 -0.6 3.3
H -2.109460 2.965318 1.476515 0.4 0.6 0.0
C 1.370880 -1.937152 0.146925 -2.5 -0.2 -0.4
C 4.063700 -1.786412 1.198035 0.6 -0.5 0.0
H 5.660190 2.537238 1.244385 0.0 0.0 -0.1
C 3.593670 2.367868 0.471835 0.2 0.3 -2.3
C 2.570770 -1.299472 -0.628335 -2.6 1.0 -4.3
O 5.452160 1.342328 3.356985 -3.0 0.5 -0.6
C -3.811440 3.093978 2.797645 -0.7 -0.8 -0.3
O -1.677690 -3.031942 -3.516235 -3.3 -0.6 1.2
C 1.533290 -2.613572 1.334865 2.9 0.0 0.6
C -2.958700 -2.381892 -1.179445 -0.2 0.3 -0.5
C -3.069950 2.458678 1.570675 1.3 -0.7 0.5
H -1.660000 0.721458 -4.038265 0.7 0.0 -0.6
C 2.015840 1.076188 2.090225 -1.3 1.4 -3.0
H 4.582140 -0.695302 -0.576335 0.0 0.0 -0.2
C 2.997340 0.988638 3.000035 -0.2 -1.5 4.0
H -3.426600 2.928158 3.803875 0.6 -0.3 -0.1
H -3.636400 2.788548 0.699805 -0.6 0.2 -0.5
H -2.583740 3.000268 -4.405815 -0.7 -0.9 -1.0
H -3.968760 -2.161372 -0.834135 -0.2 0.0 -0.1
C 2.183300 1.694928 0.825405 0.6 -0.4 -0.2
O 5.199120 -1.786132 1.743575 -1.5 -0.3 -0.5
H -3.200200 -5.457432 -3.138415 0.1 -0.3 0.2
H -2.297330 3.441288 -2.855345 0.1 0.3 1.1
H -2.456770 -1.433032 -1.368725 0.3 0.0 0.2
O 3.148770 -3.015512 3.057675 -0.4 -0.8 0.3
C 4.375960 1.569698 2.604065 4.3 -1.8 3.7
C 2.836140 -2.569172 1.954585 0.9 0.9 -0.1
O 2.425980 -0.843852 -1.831275 -0.9 -1.3 2.0
H -2.429070 -2.963792 -0.425135 0.4 0.0 -0.4
C -1.824680 2.848438 -3.638425 3.9 0.4 0.3
H -4.043880 -5.077382 -1.607735 0.1 0.1 0.1
C 4.643810 2.233648 1.447395 -2.5 1.0 -2.3
H -2.796980 0.948238 -2.900105 -0.8 0.3 0.8
```
Positions in Å, forces in eV/Å.

Calculated values
* spin multiplicity: 2
* net charge: -5
* expectation value of S²: 0.756
* max |F|: 0.115 hartree/bohr
* energy: -2144.4524 Eh

Atomic partial charges in e from the Mulliken method, atoms 1 to 5: -0.19, 0.37, -0.63, 0.23, -0.91

C18H19AuBN4Si as an isolated structure, computed with ωB97M-V/def2-TZVPD.

```
44
Properties=species:S:1:pos:R:3:forces:R:3
H -3.061242 2.309018 -3.902474 0.0 0.0 0.0
C 0.202155 -1.765111 4.874883 0.0 0.0 0.0
H 3.613108 -0.727188 -3.443563 0.0 0.0 0.0
C -0.969437 1.590618 -3.972799 0.1 0.1 0.0
C -2.319910 -2.290550 3.864370 0.1 0.0 0.0
C -2.114116 -2.266856 5.240165 0.0 0.0 0.0
H 1.444446 0.267418 -4.340620 0.0 0.0 0.0
H -3.312696 -2.501202 3.481059 0.0 0.0 0.0
H 0.397221 -7.364530 -0.465684 0.0 0.0 0.0
H -0.613908 1.674674 -4.986774 0.0 0.0 0.0
C 3.698722 -1.185965 -1.249985 0.0 0.0 0.0
Au -0.521555 -0.492435 -0.164055 -0.1 0.0 0.0
H 1.948472 1.930335 -3.347444 -0.1 0.0 0.1
C -0.016693 -1.778583 3.504445 0.0 0.0 0.0
C 2.738721 -0.791180 -0.313459 0.0 0.0 0.0
H 2.689724 -0.986308 0.746916 0.0 0.0 0.0
C 0.915614 -5.324524 -0.025112 0.0 0.0 0.0
C -2.027911 1.585883 -2.062623 0.0 0.1 0.1
C -1.787734 -4.924575 0.407866 0.1 0.0 0.0
N 1.765785 -0.089648 -0.892005 0.1 0.1 -0.1
H 1.139692 -3.242263 0.403974 0.0 0.0 0.0
H -0.684989 -1.991164 6.820564 0.0 0.0 0.0
H 1.191955 -1.554562 5.262942 0.0 0.0 0.0
B 1.368859 0.859223 -3.282880 0.0 0.1 0.1
H -2.731620 1.645239 -1.247846 0.0 0.0 0.0
C 0.031895 -6.386741 -0.174695 0.0 0.0 0.0
C 3.215037 -0.682661 -2.443066 0.0 0.0 0.0
H -2.942346 -2.451882 5.914654 0.0 0.0 0.0
N 2.066634 -0.032132 -2.204187 -0.1 0.0 -0.1
C -1.323543 -6.182487 0.037705 0.0 0.0 0.0
C -1.278343 -2.050890 2.964504 0.0 0.0 0.1
H 1.974280 -5.469912 -0.205701 0.0 0.0 0.0
Si -1.542631 -2.116517 1.082722 0.0 0.1 -0.1
C 0.440994 -4.070242 0.334190 -0.1 0.0 0.0
N -0.154720 1.130320 -3.014459 0.1 -0.2 0.1
H 0.808904 -1.560183 2.833857 0.0 0.0 0.0
H -2.021751 -7.002521 -0.085711 0.0 0.0 0.0
H -2.850457 -4.781715 0.574057 0.0 0.0 0.0
H 4.594280 -1.761826 -1.090082 0.0 0.0 0.0
C -0.920159 -3.841795 0.570310 0.0 -0.1 0.0
C -0.849940 -2.008454 5.749828 0.0 0.0 0.0
H -3.033343 -2.288095 1.000637 0.0 0.0 0.0
C -2.189263 1.914644 -3.409500 0.0 -0.1 0.0
N -0.797734 1.128962 -1.828168 0.0 0.0 -0.2
```
Positions in Å, forces in eV/Å.

Calculated values
* net charge: -1
* max |F|: 0.004 hartree/bohr
* energy: -1366.4954 Eh

Atomic partial charges in e from the Mulliken method, atoms 1 to 5: 0.36, -0.60, 0.42, -0.32, -0.34

C18H19BrCdN3O5S3 as an isolated structure, computed with ωB97M-V/def2-TZVPD.

```
50
Properties=species:S:1:pos:R:3:forces:R:3
C -2.460133 -4.043063 0.319953 0.0 0.0 0.4
N 1.885112 -1.599950 -5.137287 0.1 0.3 -0.2
C -0.657739 0.137334 -4.369236 -1.3 0.1 -1.1
H -3.181567 -1.790549 -2.519477 0.1 0.1 0.0
C 2.116218 2.055246 4.080778 -0.2 -0.4 1.8
H 2.126044 0.489929 -5.092661 0.0 -0.1 0.0
H 1.535797 1.591818 6.111338 -0.3 -0.4 0.0
O -0.537464 -0.647167 -1.814795 -10.4 2.1 -3.7
C 1.280768 -0.255660 -3.236235 3.4 -1.3 0.3
H 1.575907 -3.687685 -5.012855 0.2 0.1 -0.2
C 1.190657 1.093112 -2.601904 0.0 2.2 3.9
N -0.075502 -0.351367 1.967022 0.1 -0.7 6.2
H -1.402215 -2.479047 3.601877 0.2 0.3 0.3
H -3.217303 -1.108797 -4.165890 0.2 0.1 0.1
C 0.472185 0.356756 2.893335 0.5 0.4 0.1
H -3.261940 -5.428291 3.843241 0.1 0.1 -0.1
O -1.032450 -1.671828 0.170622 -1.6 -2.5 -1.3
H -0.153851 -0.789503 -4.653638 -1.2 0.3 -0.5
C 0.972846 -2.669529 -3.214844 0.1 0.2 -1.1
H -4.061653 -6.642472 1.825161 0.0 0.1 0.0
S -1.523627 -0.087525 -2.796808 -2.4 1.2 -1.2
C 0.869652 -1.429695 -2.581224 5.1 -2.3 -0.6
Cd 0.000000 0.000000 0.000000 2.1 3.7 1.4
S 0.441450 0.041641 4.626702 -0.4 -0.5 -0.3
C -1.194865 -2.056845 1.336811 -1.8 -3.0 0.7
O -1.909907 -3.276953 3.890639 -0.3 -0.5 -1.1
H -2.240927 -3.665196 -0.676149 0.1 0.0 0.3
C -3.198219 -5.224997 0.453182 0.3 0.4 -0.1
O 0.709305 1.293508 -1.353746 2.3 0.9 -5.3
S 1.365162 1.812691 2.457648 0.6 0.9 -2.2
C -2.304742 -3.868763 2.714949 0.1 0.0 1.1
C -3.489333 -5.726683 1.719245 0.2 0.4 0.2
C -2.567604 -1.454171 -3.358297 0.1 -0.3 0.3
Br 0.411830 -4.260007 -2.317459 0.1 0.3 -0.1
C -1.996083 -3.335574 1.447022 -0.1 -0.3 0.7
C 1.488987 -2.735336 -4.507417 -0.4 1.6 0.6
H 2.410148 3.101660 4.205196 -0.2 0.0 -0.3
H 0.856407 1.269381 0.859883 0.3 1.2 0.5
C 1.794844 -0.380867 -4.542109 1.1 -2.4 1.5
H -1.944402 -2.281579 -3.705868 0.0 0.1 0.0
C 1.087647 1.653399 5.115186 0.5 0.5 0.4
H 0.083785 0.930478 -4.247986 -1.2 0.2 -0.7
H 3.020423 1.441062 4.157864 -0.1 0.0 0.1
N -0.756430 -1.477629 2.408685 0.0 0.1 0.3
H -1.373862 0.427313 -5.141574 -0.6 0.0 0.3
C -3.042223 -5.047973 2.850955 -0.2 -0.3 -0.6
H -3.539659 -5.743651 -0.437188 0.0 0.0 0.1
O 1.566250 2.072048 -3.228807 0.3 0.0 -1.4
H 0.469400 -1.411896 -1.588947 4.6 -3.0 0.6
H 0.265019 2.375903 5.161335 0.1 -0.1 -0.1
```
Positions in Å, forces in eV/Å.

Calculated values
* net charge: -1
* max |F|: 0.218 hartree/bohr
* energy: -5173.7768 Eh

Atomic partial charges in e from the Mulliken method, atoms 1 to 5: -0.13, -0.70, -0.74, 0.29, -0.64

One molecule with the formula C18H19BrN2O5S, computed with ωB97M-V/def2-TZVPD.

```
46
Properties=species:S:1:pos:R:3:forces:R:3
C -1.766831 1.216871 1.815599 0.1 0.0 0.1
C 4.684574 -0.200627 -2.045365 0.1 0.0 0.0
H 2.352919 2.757449 -0.522143 -0.1 0.0 0.0
O -0.298191 -0.098021 4.010253 0.1 0.1 -0.3
H -1.340955 -0.577064 -1.539392 0.2 0.1 0.0
C -3.763164 1.628517 0.578793 0.0 0.1 -0.1
O -2.448094 -0.992379 4.847843 -0.3 -0.1 -0.2
H 0.179188 -3.133676 1.837538 0.0 0.1 0.0
H 0.552569 -1.471900 2.367402 0.1 -0.2 -0.2
H -0.728542 1.400188 2.043390 0.1 0.1 0.0
C -4.451506 0.674865 1.313235 0.1 0.0 0.0
H 1.243636 2.952033 0.862986 0.0 0.0 0.0
H -5.490752 0.473750 1.104432 -0.1 0.0 0.0
C -0.265153 -0.430280 -1.395337 -0.2 -0.1 -0.2
C 4.132002 -1.373101 -1.559930 0.1 0.0 0.1
C 2.788699 -1.641551 -1.759685 0.0 0.0 0.0
H 4.318632 1.608881 -3.128794 0.0 0.1 0.0
H 0.308572 -2.070617 -2.667104 -0.1 0.0 0.0
O -2.001437 -1.654689 0.440962 -0.1 -0.2 -0.1
C 1.315487 2.691568 -0.191793 0.0 0.4 -0.1
C -2.430340 1.919413 0.824716 -0.1 0.0 -0.1
C -3.780268 -0.016017 2.305475 -0.1 0.0 0.0
H -2.089085 -2.637048 2.718584 -0.2 0.0 0.0
C 3.890453 0.696812 -2.739637 0.0 0.1 0.0
N 0.100872 -1.100663 -0.172322 0.3 0.0 -0.2
S -1.566377 -0.717835 3.757436 -0.2 -0.2 0.1
H -1.927281 2.675259 0.241490 0.0 0.1 0.0
C 1.982424 -0.743138 -2.448133 0.0 -0.1 -0.2
C -2.446597 0.256131 2.537321 0.3 -0.2 0.5
H 2.364200 -2.564531 -1.389267 0.0 -0.1 0.0
C -0.810598 -1.604792 0.679907 0.1 -0.2 0.0
N -1.237063 -2.187299 3.024555 -0.1 0.6 0.6
C -0.233009 -2.131089 1.993728 0.1 0.0 -0.2
H -4.277424 -0.761862 2.904652 -0.2 -0.1 0.0
H 1.932594 1.128698 -3.484333 -0.1 0.1 -0.1
O 0.880823 1.343239 -0.337446 0.1 -0.1 0.3
H 4.747827 -2.081133 -1.025340 0.1 -0.1 0.0
C 0.018693 1.068182 -1.317368 -0.3 -0.2 0.1
H 1.067872 -1.024289 0.105222 -0.1 0.0 0.2
H 0.692630 3.353232 -0.795959 0.1 0.0 0.1
H 0.131551 -0.515412 -3.505531 0.0 0.0 0.0
C 2.548299 0.426992 -2.940085 0.0 0.0 0.0
O -0.454101 1.880244 -2.063784 0.0 0.0 -0.2
C 0.509275 -1.000184 -2.604692 -0.1 0.1 0.1
H 5.731703 0.010419 -1.888772 0.1 0.0 0.0
Br -4.668728 2.566455 -0.793303 0.0 0.0 0.0
```
Positions in Å, forces in eV/Å.

Calculated values
* max |F|: 0.017 hartree/bohr
* energy: -4155.2636 Eh
* SMILES: COC(=O)[C@@H](Cc1ccccc1)NC(=O)CNS(=O)(=O)c1ccc(Br)cc1

Atomic partial charges in e from the Mulliken method, atoms 1 to 5: -0.39, -0.50, 0.30, -0.68, 0.57

One molecule with the formula C18H19Cl2N3O4S, computed with ωB97M-V/def2-TZVPD.

```
47
Properties=species:S:1:pos:R:3:forces:R:3
H 2.729139 -1.041444 -1.056738 0.1 -0.1 0.0
C -0.583566 0.493992 -2.914030 0.2 0.4 0.2
C 1.055093 0.327084 1.434753 -0.5 0.2 -0.2
C -4.224863 -1.756568 0.150445 0.0 0.2 -0.2
C -4.124092 0.474720 -0.692659 0.0 -0.1 -0.2
H -1.501866 1.643308 -1.532592 0.1 -0.1 -0.2
C 3.409606 0.805567 2.744229 -0.4 0.1 -0.1
Cl -4.644824 -2.856718 1.405943 -0.1 -0.2 0.3
H 0.746915 1.413432 -1.441844 0.0 0.0 -0.2
C 3.016284 -0.506829 2.512607 -0.1 0.0 0.0
O 2.948094 1.973818 -0.828610 -0.3 0.5 -0.2
N 4.692128 0.683400 -0.267588 0.4 0.1 0.2
N 0.288010 -0.527473 -0.940698 -0.3 0.1 0.6
H -2.939658 0.555450 -3.868439 -0.1 0.1 0.1
H 2.189294 0.932894 -3.321631 0.0 0.0 -0.1
H 0.806441 2.435973 1.342037 0.0 0.1 0.0
H 5.076484 1.405165 0.319205 0.0 0.0 0.0
O -1.127682 1.224186 0.290782 0.4 0.2 0.2
H -4.305166 1.531166 -0.563028 0.0 0.1 0.0
H 5.179644 -0.191567 -0.331355 0.0 0.0 0.0
C 0.620456 0.461548 -1.959332 0.2 0.1 -0.4
H -3.529868 1.923780 -2.878212 0.0 -0.1 -0.1
C -3.519586 0.016885 -1.855728 -0.1 0.1 -0.1
C 1.826592 -0.742243 1.848202 0.1 -0.1 0.1
H 1.479776 -1.743731 1.650147 0.1 -0.2 0.0
S -0.410171 -0.010979 0.476168 0.3 -0.4 -0.1
C 3.055105 -0.263911 -1.751753 -0.3 0.3 -0.2
C -3.275363 -1.343682 -2.000294 0.0 0.0 0.0
H -2.794352 -1.703580 -2.898452 0.0 0.0 -0.1
C -2.967046 0.988700 -2.866827 0.0 -0.1 0.0
H -4.944404 -0.047396 1.217300 0.0 0.0 0.1
H 1.693169 -0.763904 -3.345166 0.0 0.1 0.0
H -0.140732 -1.366139 -1.302762 -0.3 -0.2 0.1
H 2.947156 2.888647 2.536354 0.0 0.1 0.0
H 3.896467 -0.649901 -2.330435 0.0 -0.1 0.1
O -1.111214 -1.135081 1.016445 0.3 -0.2 0.0
C -3.628163 -2.234943 -1.004376 0.0 0.0 0.1
C -4.482990 -0.405711 0.310703 0.0 -0.1 0.0
Cl 4.912922 1.103553 3.536970 0.2 0.0 0.1
C 1.436767 1.630212 1.679944 -0.2 0.0 0.1
C 3.531338 0.917220 -0.923867 0.4 -0.6 -0.1
O -0.630330 -0.189942 -3.917363 0.0 -0.3 -0.2
C 1.907273 0.086303 -2.694966 -0.1 0.0 0.3
N -1.592569 1.271272 -2.473725 -0.2 0.4 0.0
C 2.625194 1.877678 2.345297 0.1 -0.2 0.1
H -3.433996 -3.290493 -1.114455 0.0 -0.1 0.0
H 3.637624 -1.323651 2.844635 0.0 -0.1 0.0
```
Positions in Å, forces in eV/Å.

Calculated values
* max |F|: 0.014 hartree/bohr
* energy: -2481.1828 Eh
* SMILES: NC(=O)CC[C@H](NS(=O)(=O)c1ccc(Cl)cc1)C(=O)NCc1ccc(Cl)cc1

Atomic partial charges in e from the Mulliken method, atoms 1 to 5: 0.38, -0.04, -0.24, 0.37, -0.30